The following is a DFT calculation (ωB97M-V/def2-TZVPD) of C25H30CrN7O2S3 as an isolated structure.

The geometry in XYZ format:
```
68
C25H30CrN7O2S3 (ωB97M-V/def2-TZVPD)
Cr 0.289 -0.327 0.159
S -0.567 2.214 -0.495
S -3.235 -3.524 0.081
S -1.687 -2.542 2.416
O 0.271 -0.675 -1.775
O -3.306 -2.195 -3.438
N -1.781 -1.635 -1.394
N -3.102 2.780 -0.859
N 0.277 0.157 2.203
N -1.372 -1.619 -0.051
N -1.871 4.335 0.389
N 2.562 -0.343 2.500
N 2.354 0.092 0.183
C -2.501 -4.148 2.604
C -1.613 -0.964 -6.377
C -1.950 3.184 -0.304
C 4.519 -0.188 1.148
C 5.104 0.047 -0.071
C -2.339 -1.617 -4.176
C -3.728 -4.133 1.713
C -2.556 -1.541 -5.554
C -4.474 3.169 -0.545
C -2.014 -2.438 0.694
C 0.019 0.655 4.904
C -5.207 3.774 -1.728
C -0.860 -1.142 -2.188
C 4.306 0.331 -1.178
C 1.225 0.253 4.388
C 2.944 0.333 -1.009
C -3.245 6.162 1.346
C 3.123 -0.137 1.243
C -1.072 0.844 4.053
C -1.149 -1.103 -3.633
C -2.580 5.588 0.112
C -0.430 -0.446 -5.852
C -0.895 0.582 2.720
C -0.214 -0.519 -4.494
C 1.327 0.028 3.006
H -5.270 3.061 -2.549
H 0.692 -0.122 -4.060
H -4.707 4.665 -2.106
H 0.304 0.008 -6.502
H 3.253 -0.501 3.217
H -3.022 -2.164 -2.501
H -2.983 1.943 -1.413
H 2.091 0.126 5.020
H -2.761 -4.265 3.654
H -4.030 5.507 1.722
H 5.114 -0.397 2.024
H 6.180 0.019 -0.165
H -1.799 -0.918 -7.442
H 4.726 0.530 -2.151
H -0.948 4.450 0.784
H -4.502 -3.485 2.127
H -4.454 3.837 0.314
H -4.136 -5.134 1.580
H -4.991 2.264 -0.213
H 2.264 0.505 -1.830
H -2.031 1.173 4.419
H -3.478 -1.944 -5.945
H -1.810 -4.939 2.312
H -3.687 7.130 1.118
H -3.299 5.412 -0.684
H -0.073 0.843 5.965
H -1.701 0.692 2.004
H -1.849 6.293 -0.292
H -2.522 6.306 2.148
H -6.222 4.042 -1.441
```

Its multiplicity is 5. The HOMO-LUMO gap (spin up / spin down) is 0.2793 / 0.2743 Eh. As for the net charge: +1. The calculation puts the total energy at -3743.4086 Ha.

For each atom in turn, the natural (NBO) charge in e is: atom 1 (Cr): 1.211, atom 2 (S): -0.373, atom 3 (S): 0.354, atom 4 (S): 0.286, atom 5 (O): -0.784, atom 6 (O): -0.678, atom 7 (N): -0.498, atom 8 (N): -0.584, atom 9 (N): -0.556, atom 10 (N): -0.442, atom 11 (N): -0.597, atom 12 (N): -0.571, atom 13 (N): -0.561, atom 14 (C): -0.523, atom 15 (C): -0.158, atom 16 (C): 0.367, atom 17 (C): -0.272, atom 18 (C): -0.109, atom 19 (C): 0.357, atom 20 (C): -0.543, atom 21 (C): -0.277, atom 22 (C): -0.224, atom 23 (C): -0.053, atom 24 (C): -0.116, atom 25 (C): -0.616, atom 26 (C): 0.598, atom 27 (C): -0.267, atom 28 (C): -0.269, atom 29 (C): 0.095, atom 30 (C): -0.613, atom 31 (C): 0.399, atom 32 (C): -0.262, atom 33 (C): -0.185, atom 34 (C): -0.224, atom 35 (C): -0.264, atom 36 (C): 0.079, atom 37 (C): -0.147, atom 38 (C): 0.416, atom 39 (H): 0.222, atom 40 (H): 0.220, atom 41 (H): 0.210, atom 42 (H): 0.218, atom 43 (H): 0.410, atom 44 (H): 0.507, atom 45 (H): 0.423, atom 46 (H): 0.229, atom 47 (H): 0.247, atom 48 (H): 0.207, atom 49 (H): 0.226, atom 50 (H): 0.236, atom 51 (H): 0.218, atom 52 (H): 0.243, atom 53 (H): 0.415, atom 54 (H): 0.228, atom 55 (H): 0.205, atom 56 (H): 0.250, atom 57 (H): 0.209, atom 58 (H): 0.238, atom 59 (H): 0.239, atom 60 (H): 0.229, atom 61 (H): 0.232, atom 62 (H): 0.227, atom 63 (H): 0.207, atom 64 (H): 0.236, atom 65 (H): 0.224, atom 66 (H): 0.209, atom 67 (H): 0.214, atom 68 (H): 0.226